A 2-piece molecular cluster, C3H9NO2 overall at a distorted geometry. Source: the Open Molecules 2025 dataset; level of theory: the ωB97M-V functional and the def2-TZVPD basis.

- Frontier orbital gap: 0.356 Eh
- ΔE to the lowest compared entry with this formula, charge and spin: 2.079 eV
- Electronic energy: -324.8962 hartree
- E_LUMO: 0.76 eV
- SMILES: CC(=O)O.CN
- M: 91.11 g mol⁻¹
- Total charge: 0
- Multiplicity: 1

```
15
Properties=species:S:1:pos:R:3:forces:R:3
C 1.2247 -1.9274 -2.2689 3.5949 1.1338 -2.0302
C 1.0097 -1.0556 -1.1246 1.8255 2.5885 1.6217
O 1.6231 -0.8954 -0.0747 -0.9657 -1.1525 -1.3891
O 0.1913 -0.1137 -1.5862 -1.4659 1.8789 0.2678
H 2.2252 -2.3593 -2.2802 -0.5674 -1.2652 0.7520
H 1.4518 -1.2463 -3.1575 -0.8272 -0.3131 1.1461
H 0.3886 -2.4407 -2.5787 -1.5342 -1.7917 -0.4079
H 0.2295 0.7267 -1.0720 -0.0996 -1.0353 0.0809
C -0.8286 0.8669 2.1228 0.1190 -0.7001 -2.5896
N -1.7070 2.0082 1.7139 2.3250 0.6100 -0.2699
H -0.9199 0.1232 1.2418 -0.0136 0.5121 1.8444
H -1.2199 0.4988 3.0611 0.6050 -0.7320 0.2388
H 0.3465 1.0263 2.1103 -2.6645 0.4554 0.3492
H -2.7171 1.9470 1.7721 0.5485 -0.3323 0.4733
H -1.2978 2.8413 2.1207 -0.8799 0.1433 -0.0875
```
Forces are in eV/Å.

These are the natural (NBO) partial charges, in e, on atoms 1 to 2: C -0.74; C 0.78

=====

A 2-piece molecular cluster, C3H9NO2 overall at a distorted geometry. Source: the Open Molecules 2025 dataset; level of theory: the ωB97M-V functional and the def2-TZVPD basis.

- Frontier orbital gap: 0.387 Eh
- ΔE to the lowest compared entry with this formula, charge and spin: 1.900 eV
- Electronic energy: -324.9028 hartree
- E_LUMO: 0.95 eV
- SMILES: CC=O.NCO
- M: 91.11 g mol⁻¹
- Total charge: 0
- Multiplicity: 1

```
15
Properties=species:S:1:pos:R:3:forces:R:3
C -1.9538 -1.2943 1.1743 0.0523 -0.0862 -0.1397
C -1.1849 -1.3593 -0.1155 -0.3275 0.1953 -0.8944
O -0.4061 -2.2034 -0.4912 -0.2563 0.2830 0.7301
H -1.3766 -1.6645 2.0134 -0.0581 -0.2280 0.1137
H -2.8980 -1.8377 1.0603 0.2347 -0.2612 0.0119
H -2.2628 -0.2710 1.3465 0.1343 0.3082 0.1375
H -1.4436 -0.5184 -0.8069 0.1680 -0.2476 0.0668
N 1.3195 0.5646 -1.0149 -0.2060 -0.3591 0.0340
C 0.6346 1.5776 -0.3029 0.3779 1.8475 -0.4481
O 1.3730 2.2749 0.7214 0.5641 -0.4124 0.1272
H 1.2367 -0.3713 -0.6570 0.3196 -0.0741 0.1018
H 2.2379 0.7939 -1.3878 -0.5217 -0.0445 0.1810
H 0.3339 2.3641 -1.0200 0.0393 -0.2470 0.1091
H -0.2733 1.2845 0.2128 -0.0291 -0.7078 -0.1857
H 2.3199 2.2137 0.5149 -0.4912 0.0338 0.0550
```
Forces are in eV/Å.

These are the natural (NBO) partial charges, in e, on atoms 1 to 2: C -0.73; C 0.44

=====

An isolated ion of composition C3H9NO2 and charge +1 at a distorted geometry. Source: the Open Molecules 2025 dataset; level of theory: the ωB97M-V functional and the def2-TZVPD basis.

- Frontier orbital gap (alpha / beta): 0.427 / 0.231 Eh
- ΔE to the lowest compared entry with this formula, charge and spin: 1.338 eV
- Electronic energy: -324.5764 hartree
- E_LUMO (alpha / beta): -3.76 / -9.04 eV
- M: 91.11 g mol⁻¹
- Total charge: +1
- Multiplicity: 2

```
15
Properties=species:S:1:pos:R:3:forces:R:3
C 1.2872 -0.2917 0.5963 0.7619 0.3914 0.1620
O 2.4886 -0.0237 -0.1318 -0.8277 -0.6966 0.6879
C 0.0131 -0.1591 -0.2412 0.8692 0.6570 -0.9327
C -1.2360 -0.5367 0.6384 -1.9395 0.3961 1.1781
O -2.4412 -0.4096 -0.0547 1.0447 -0.7778 -0.0130
N -0.0962 1.1677 -0.7154 0.4185 0.2726 0.1490
H 1.3445 -1.2995 1.0018 -0.0021 -0.0291 0.0269
H 1.2545 0.4268 1.4202 -0.2631 -0.0904 0.1796
H 2.2599 0.4033 -0.9448 0.1904 0.3607 -0.8544
H -0.0166 -0.8748 -1.0661 -0.1776 0.0890 -0.2252
H -1.2531 0.1034 1.5296 0.4065 0.2692 -0.2348
H -1.1306 -1.5470 1.0264 0.0754 -0.2393 -0.5590
H -2.5346 0.4842 -0.3887 -0.3551 0.3274 0.1453
H 0.4326 1.9005 -0.2494 0.0314 -0.1002 0.3871
H -0.5438 1.5542 -1.5462 -0.2330 -0.8299 -0.0968
```
Forces are in eV/Å.

These are the natural (NBO) partial charges, in e, on atoms 1 to 2: C -0.07; O -0.66

=====

A 3-piece molecular cluster, C3H9NO2 overall at a distorted geometry. Source: the Open Molecules 2025 dataset; level of theory: the ωB97M-V functional and the def2-TZVPD basis.

- Frontier orbital gap (alpha / beta): 0.293 / 0.178 Eh
- ΔE to the lowest compared entry with this formula, charge and spin: 2.284 eV
- Electronic energy: -324.5416 hartree
- E_LUMO (alpha / beta): -5.59 / -8.73 eV
- M: 91.11 g mol⁻¹
- Total charge: +1
- Multiplicity: 2

```
15
Properties=species:S:1:pos:R:3:forces:R:3
C 0.7935 -1.3595 0.7938 -1.5296 0.1070 -0.0046
C 1.0753 -2.3256 -0.1740 0.3727 -0.2454 -0.0564
C 1.0358 0.7023 -0.2351 -1.6254 0.7443 0.5409
N 0.3663 -0.1325 0.4529 2.4679 -0.8951 -0.2186
H 0.7381 -1.5882 1.8601 0.1536 -0.1035 -0.2059
H 1.3265 -2.0608 -1.2018 -0.4404 0.1269 0.1670
H 1.1786 -3.3713 0.0860 0.0760 0.0517 0.1783
H 0.5334 1.6402 -0.4209 0.1074 0.1683 -0.5642
H 2.0472 0.5224 -0.5576 0.4335 0.0383 0.1731
H -2.5183 -2.8188 3.6646 -0.1649 -0.0294 0.7163
H -3.4060 -1.9402 4.5236 0.0323 -0.1076 0.2166
O -2.7214 -2.6178 4.5982 0.1074 0.1330 -0.9470
H -0.7051 5.6161 -4.1808 0.1435 0.0366 0.0365
H 0.5719 4.7642 -4.4327 -0.6021 0.3302 -0.1632
O -0.3157 4.9693 -4.7762 0.4682 -0.3553 0.1313
```
Forces are in eV/Å.

These are the natural (NBO) partial charges, in e, on atoms 1 to 2: C 0.10; C -0.10

=====

An isolated ion of composition C3H9NO2 and charge +1 at a distorted geometry. Source: the Open Molecules 2025 dataset; level of theory: the ωB97M-V functional and the def2-TZVPD basis.

- Frontier orbital gap (alpha / beta): 0.423 / 0.221 Eh
- ΔE to the lowest compared entry with this formula, charge and spin: 1.357 eV
- Electronic energy: -324.5757 hartree
- E_LUMO (alpha / beta): -3.38 / -8.89 eV
- M: 91.11 g mol⁻¹
- Total charge: +1
- Multiplicity: 2

```
15
Properties=species:S:1:pos:R:3:forces:R:3
C -0.5946 -0.0938 0.0394 1.1168 0.1956 -1.9274
C -1.1800 1.0653 -0.7834 -0.2842 0.3389 0.5206
O -2.5766 0.9255 -0.7148 0.1064 -0.0128 -0.6194
N 0.7129 0.2136 0.5978 -2.3643 -1.8016 2.8454
C 1.5633 -0.9526 0.9497 1.8500 0.5996 -1.8509
O 1.9065 -1.6743 -0.1826 -0.6624 -0.1237 0.0784
H -0.4058 -0.9239 -0.6376 -0.3240 -0.2756 0.0984
H -1.2994 -0.4311 0.8159 0.2218 0.3756 0.3579
H -0.8969 2.0555 -0.4084 0.2584 -0.1126 0.2051
H -0.7766 0.9712 -1.7878 -0.0760 0.0077 -0.2542
H -2.9385 1.3288 -1.5178 -0.2084 -0.1432 0.3184
H 0.6198 0.7992 1.4377 0.4526 0.8270 -0.5941
H 1.0168 -1.6388 1.6027 -0.2153 0.3501 0.2721
H 2.4602 -0.5186 1.4006 -0.1572 -0.1863 0.5020
H 2.3888 -1.1261 -0.8116 0.2857 -0.0387 0.0479
```
Forces are in eV/Å.

These are the natural (NBO) partial charges, in e, on atoms 1 to 2: C -0.32; C -0.07

=====

A 2-piece molecular cluster, C3H9NO2 overall at a distorted geometry. Source: the Open Molecules 2025 dataset; level of theory: the ωB97M-V functional and the def2-TZVPD basis.

- Frontier orbital gap (alpha / beta): 0.392 / 0.211 Eh
- ΔE to the lowest compared entry with this formula, charge and spin: 0.829 eV
- Electronic energy: -324.5951 hartree
- E_LUMO (alpha / beta): -4.31 / -9.20 eV
- M: 91.11 g mol⁻¹
- Total charge: +1
- Multiplicity: 2

```
15
Properties=species:S:1:pos:R:3:forces:R:3
C -0.2444 0.8230 1.5838 0.3368 -0.8355 0.6503
C -0.5405 -0.3334 0.6863 0.4452 1.1009 0.5085
N -0.8563 0.0475 -0.6278 0.0159 -0.5107 -1.7011
C -0.3970 1.1493 -1.4268 -0.5029 0.0504 -0.0614
O -0.4679 -1.5248 0.8492 -0.5881 0.2765 0.3592
H -0.1746 0.5225 2.6236 -0.4521 -0.2425 0.1021
H 0.7551 1.2079 1.4064 0.1308 0.2346 -0.5520
H -0.9993 1.5780 1.4391 -0.1442 0.4049 0.0442
H -1.1418 -0.7218 -1.2430 -0.1001 -0.3052 0.4841
H 0.5188 0.8529 -1.9563 0.1760 -0.0439 0.1529
H -0.2872 2.0833 -0.8983 0.1863 0.0235 0.3153
H -1.1453 1.2482 -2.2173 -0.0138 0.1478 -0.0780
H 2.4026 -2.0761 -0.0415 0.2069 -0.2470 -0.1974
H 0.9568 -2.3766 0.2605 0.4029 -0.6242 -0.3191
O 1.6209 -2.4799 -0.4380 -0.0996 0.5705 0.2924
```
Forces are in eV/Å.

These are the natural (NBO) partial charges, in e, on atoms 1 to 2: C -0.74; C 0.67

=====

A 2-piece molecular cluster, C3H9NO2S overall at a distorted geometry. Source: the Open Molecules 2025 dataset; level of theory: the ωB97M-V functional and the def2-TZVPD basis.

- Frontier orbital gap: 0.357 Eh
- ΔE to the lowest compared entry with this formula, charge and spin: 0.980 eV
- Electronic energy: -723.1323 hartree
- E_LUMO: 0.62 eV
- SMILES: NC(=O)CCS.O
- M: 123.18 g mol⁻¹
- Total charge: 0
- Multiplicity: 1

```
16
Properties=species:S:1:pos:R:3:forces:R:3
N 1.7425 -1.4514 0.1281 0.7381 -0.2302 0.4209
C 1.2637 -0.5653 -0.8069 -0.5150 -0.2106 0.9159
O 2.0234 0.1040 -1.4686 0.1089 0.1877 -0.6863
C -0.2554 -0.4516 -0.9097 1.3269 0.5087 -0.1928
C -0.9977 -0.7426 0.3796 -0.7067 1.2815 0.0502
S -2.4384 0.3689 0.6141 -1.3918 -0.4160 -0.3378
H 1.3717 -1.4232 1.0635 -0.6903 -0.1997 -0.1509
H 2.7453 -1.3904 0.2168 0.2463 0.0017 -0.3145
H -0.5451 -1.0475 -1.7744 -0.2947 -0.1939 0.1602
H -0.3647 0.5882 -1.1980 -0.3955 0.0563 -0.0552
H -1.4825 -1.7069 0.3757 0.0841 -0.3409 0.1825
H -0.4293 -0.5810 1.2825 0.4368 -0.3052 0.0173
H -2.0715 1.5484 1.1358 0.9135 -0.3108 -0.0477
O 0.8816 1.7335 0.8157 -0.1239 -0.3496 0.3204
H 1.4398 1.5908 0.0417 0.0710 0.4260 -0.0583
H 0.7215 2.6721 0.9281 0.1924 0.0950 -0.2240
```
Forces are in eV/Å.

These are the natural (NBO) partial charges, in e, on atoms 1 to 2: N -0.84; C 0.70

=====

A 2-piece molecular cluster, C3H9NO2S overall at a distorted geometry. Source: the Open Molecules 2025 dataset; level of theory: the ωB97M-V functional and the def2-TZVPD basis.

- Frontier orbital gap: 0.356 Eh
- ΔE to the lowest compared entry with this formula, charge and spin: 2.190 eV
- Electronic energy: -723.0879 hartree
- E_LUMO: 0.44 eV
- SMILES: N[C@H](C=O)CS.O
- M: 123.18 g mol⁻¹
- Total charge: 0
- Multiplicity: 1

```
16
Properties=species:S:1:pos:R:3:forces:R:3
N -0.3721 1.8219 0.4542 1.1192 0.8182 0.7133
C -1.0431 0.7386 -0.2179 -0.2035 -0.4589 -0.0929
C -2.2513 0.3211 0.6778 -0.3708 0.8843 -1.0028
O -3.3282 0.1906 0.1592 -0.1740 -0.3538 0.2889
C -0.2624 -0.5244 -0.4955 1.7498 -0.7525 0.1341
S 1.3443 -0.2421 -1.3900 -0.8351 -0.2047 -0.1655
H 0.6514 1.9841 0.4448 -1.0572 -0.9129 -0.2360
H -0.7601 2.6897 0.1316 -0.2149 0.2784 0.0655
H -1.3963 1.0884 -1.2004 -0.4599 -0.2079 0.3904
H -2.1622 0.2669 1.7932 0.5378 -0.0806 -0.5276
H 0.0578 -1.0400 0.4146 -0.2973 0.1324 0.1223
H -0.7857 -1.2743 -1.1027 -0.2276 0.5450 0.1618
H 1.6526 0.7774 -0.6116 0.4720 0.3090 0.1355
O 3.1150 -1.9296 1.8212 0.4963 0.4728 -0.0032
H 3.1859 -1.0767 2.2669 -0.3627 -0.0864 0.1857
H 3.9474 -1.9231 1.3311 -0.1721 -0.3824 -0.1694
```
Forces are in eV/Å.

These are the natural (NBO) partial charges, in e, on atoms 1 to 2: N -0.85; C -0.17